# 1
The following is a quantum chemistry calculation of a 2-piece molecular cluster, C5H12NO2 overall, from the Open Molecules 2025 dataset.

Last column: natural (NBO) charge in e.
Geometry (Å):
O: 1.4690 1.9822 0.3624  -0.53
C: 1.9502 1.1816 1.1246  0.45
C: 1.6360 -0.3253 1.2057  -0.52
C: 1.4136 -1.0844 -0.1134  -0.44
C: 0.3604 -0.3437 -0.8724  -0.11
C: -0.6176 -1.0474 -1.4563  -0.11
N: -1.8659 -0.3424 -1.7890  -0.70
H: 2.7386 1.3762 1.8310  0.13
H: 2.3094 -0.7648 2.0061  0.25
H: 0.6574 -0.3595 1.7928  0.23
H: 2.3515 -1.1678 -0.6600  0.25
H: 1.0721 -2.0829 0.1592  0.23
H: 0.3615 0.7484 -0.8620  0.26
H: -0.9325 -2.0964 -1.3162  0.22
H: -2.4023 -0.9093 -2.4430  0.44
H: -1.7076 0.6570 -2.0742  0.46
H: -2.4036 -0.2736 -0.8932  0.46
H: -2.9160 1.4911 1.5083  0.49
H: -1.3490 1.7965 1.5240  0.50
O: -2.1250 1.5647 0.9653  -0.98

Summary:
Charge   +1
Multiplicity   1
Calculated total energy   -402.6470 a.u.
ΔE to the lowest compared entry with this formula, charge and spin   196.5 kJ/mol
LUMO level   -3.38 eV


# 2
The following is a quantum chemistry calculation of an isolated ion of composition C5H12NO2 and charge +1, from the Open Molecules 2025 dataset.

Last column: natural (NBO) charge in e.
Geometry (Å):
O: -1.7336 1.7811 1.4978  -0.54
C: -1.8736 0.6373 1.2025  0.77
O: -2.9960 -0.0892 1.2631  -0.66
C: -0.7246 -0.1953 0.5987  -0.16
C: -0.1725 0.5565 -0.6662  -0.40
C: 0.5673 -0.4080 -1.6320  -0.43
C: 2.0854 -0.4878 -1.3651  -0.64
N: 0.3837 -0.2879 1.5881  -0.67
H: -3.7849 0.4437 1.3685  0.52
H: -1.0847 -1.1658 0.2597  0.25
H: 0.4410 1.3976 -0.2872  0.22
H: -0.9989 1.1115 -1.1187  0.26
H: 0.0346 -1.3523 -1.7022  0.22
H: 0.3774 0.0283 -2.6306  0.24
H: 2.3601 -1.4081 -0.8730  0.21
H: 2.4043 0.3417 -0.7388  0.20
H: 2.6381 -0.2086 -2.2596  0.26
H: 0.2194 -0.8563 2.4210  0.45
H: 0.5863 0.6576 1.9547  0.45
H: 1.2712 -0.4960 1.1194  0.46

Summary:
Charge   +1
Multiplicity   1
Calculated total energy   -402.7004 a.u.
ΔE to the lowest compared entry with this formula, charge and spin   56.3 kJ/mol
LUMO level   -3.64 eV


# 3
The following is a quantum chemistry calculation of an isolated ion of composition C5H12NO2 and charge +1, from the Open Molecules 2025 dataset.

Last column: natural (NBO) charge in e.
Geometry (Å):
C: -1.4850 -0.5053 -1.2145  -0.10
O: -2.0598 -1.7668 -0.8864  -0.74
C: -0.3671 -0.2420 -0.2200  -0.01
C: 0.2868 1.1141 -0.1103  -0.45
C: 1.4821 1.2117 0.7825  -0.53
C: 2.6210 0.5339 0.0433  0.45
O: 2.5838 -0.3017 -0.8135  -0.50
N: -1.0058 -0.7357 1.1817  -0.72
H: -1.0022 -0.3953 -2.1895  0.23
H: -2.2897 0.2693 -1.0726  0.18
H: -2.0417 -2.3325 -1.6733  0.51
H: 0.3829 -1.0871 -0.4521  0.25
H: -0.6375 1.7504 0.0117  0.23
H: 0.5271 1.2402 -1.1619  0.26
H: 1.6809 2.2719 1.0770  0.27
H: 1.3218 0.7257 1.7581  0.23
H: 3.6069 0.7886 0.4790  0.13
H: -0.4205 -0.8178 2.0089  0.43
H: -1.7372 -0.0547 1.3449  0.42
H: -1.4466 -1.6672 1.1071  0.47

Summary:
Charge   +1
Multiplicity   1
Calculated total energy   -402.6658 a.u.
ΔE to the lowest compared entry with this formula, charge and spin   147.1 kJ/mol
LUMO level   -3.39 eV